Record 1
{
  "formula": "C19H21O2Ru",
  "method": "wB97M-V/def2-TZVPD",
  "total_charge": 0,
  "relative_energy_ev": 0.000,
  "homo_ev": [-5.483, -7.690],
  "spin_multiplicity": 6,
  "e_tot_ev": -26712.5375,
  "orbital_gap_ev": [5.9, 6.9],
  "species": ["H", "C", "O", "C", "C", "H", "C", "H", "C", "H", "H", "C", "H", "C", "H", "C", "H", "C", "Ru", "C", "H", "C", "H", "H", "H", "H", "C", "H", "C", "C", "O", "C", "H", "H", "H", "H", "C", "C", "C", "H", "C", "H", "H"],
  "xyz": [[-0.29, 1.88, 3.00], [-3.08, -1.60, -1.79], [1.89, 1.06, 1.82], [-2.41, -4.73, -3.70], [-2.18, -3.51, -3.07], [1.34, -1.70, 1.59], [-1.59, 0.56, 1.77], [-5.74, -5.13, -3.02], [2.46, 0.16, 0.85], [-3.86, -6.25, -4.23], [-1.56, 2.25, -1.18], [1.42, -1.41, -0.63], [3.46, -0.14, 1.21], [-3.24, -2.85, -2.36], [-3.70, -1.34, -0.93], [2.59, 2.25, 2.10], [-0.08, 3.40, 0.75], [-4.74, -4.68, -3.01], [-0.26, -0.05, 0.12], [-0.73, 1.68, 2.03], [3.38, 2.45, 1.35], [-2.18, 0.78, 0.45], [-1.79, -0.83, -3.29], [3.02, 2.16, 3.11], [-5.32, -3.02, -1.74], [-2.50, 0.41, -2.17], [-1.42, 1.87, -0.17], [1.96, -0.30, -2.51], [-3.69, -5.31, -3.70], [1.98, -0.32, -1.42], [-0.84, -0.75, -1.56], [-2.08, -0.61, -2.25], [-1.19, -3.03, -3.08], [3.16, 1.47, -0.89], [-1.58, -5.23, -4.22], [1.05, -2.34, -1.03], [2.58, 0.60, -0.59], [-0.62, 2.46, 0.87], [-4.52, -3.51, -2.30], [-1.91, -0.21, 2.47], [1.52, -1.04, 0.74], [1.86, 3.08, 2.08], [-3.01, 0.23, 0.03]]
}

Record 2
{
  "formula": "C6H13N",
  "method": "wB97M-V/def2-TZVPD",
  "total_charge": 0,
  "relative_energy_ev": 2.740,
  "homo_ev": -8.718,
  "e_tot_ev": -7920.0927,
  "smiles": "C[C@H]1N(C)C1(C)C",
  "orbital_gap_ev": 9.8,
  "species": ["H", "H", "N", "C", "H", "H", "C", "H", "H", "C", "H", "H", "C", "H", "H", "C", "H", "H", "C", "H"],
  "xyz": [[0.14, -1.44, -1.80], [1.47, -1.87, 0.17], [0.77, 0.62, -0.34], [0.56, -0.09, 0.91], [0.77, -2.05, 1.79], [-0.70, -2.35, -0.50], [-1.84, 0.66, -0.02], [-1.99, 1.61, -0.57], [-2.38, 0.66, 0.94], [0.93, 2.06, -0.34], [0.69, 2.46, -1.33], [0.32, 2.60, 0.41], [-0.69, -1.42, -1.10], [1.99, 2.28, -0.15], [-1.60, -1.54, -1.75], [1.32, -1.37, 1.13], [0.43, 0.53, 1.81], [2.30, -1.17, 1.56], [-0.49, -0.03, -0.13], [-2.05, -0.21, -0.65]]
}

Record 3
{
  "formula": "C16H25Br2ClFINO9PS",
  "method": "wB97M-V/def2-TZVPD",
  "total_charge": -2,
  "homo_ev": 0.154,
  "e_tot_ev": -220465.5448,
  "orbital_gap_ev": 2.8,
  "species": ["H", "H", "S", "O", "C", "H", "C", "Br", "H", "H", "O", "H", "O", "H", "H", "H", "H", "H", "O", "C", "C", "H", "C", "O", "C", "C", "H", "H", "C", "Br", "O", "C", "H", "O", "C", "C", "O", "H", "H", "C", "H", "N", "H", "C", "P", "C", "H", "H", "I", "H", "F", "H", "H", "C", "O", "H", "C", "Cl"],
  "xyz": [[1.18, -0.10, 0.52], [-2.50, 2.51, -0.54], [1.85, -6.43, 0.26], [0.46, -3.66, 1.45], [-1.81, 2.19, -1.32], [-1.44, -4.12, 1.82], [-0.26, 3.17, 2.61], [2.28, 3.95, 1.80], [0.97, 1.96, 3.85], [-2.02, 0.96, -3.12], [1.42, -6.91, 1.60], [-0.10, -0.92, -0.39], [-0.47, 4.30, -0.10], [-0.63, 2.34, 4.59], [-1.00, -2.47, 3.50], [-3.73, 2.60, -3.22], [-4.42, 2.05, -1.67], [2.22, -3.54, -0.80], [2.12, -2.15, 1.70], [-0.09, 2.10, 3.68], [0.69, 2.84, 1.44], [-1.27, -3.01, 0.49], [1.80, 1.83, -1.10], [2.56, -7.52, -0.47], [-3.90, 1.74, -2.57], [1.37, -2.80, 0.97], [1.84, -1.45, -2.12], [1.03, 1.82, 1.53], [0.83, -0.38, -0.47], [-2.17, 3.29, 2.20], [2.76, -5.25, 0.42], [-1.16, -2.13, 2.48], [2.66, 0.43, -2.70], [0.65, -5.99, -0.53], [-0.88, -3.25, 1.49], [1.85, -1.38, -1.04], [2.11, 0.60, -3.48], [0.54, -3.08, -0.96], [1.21, 3.64, -1.75], [-2.52, 1.16, -2.18], [2.84, -1.15, -0.64], [1.38, 3.17, -0.88], [-0.46, 1.16, 3.27], [-0.52, 1.80, -0.61], [0.53, 0.70, -3.16], [0.55, 0.91, -1.30], [-2.20, -1.86, 2.37], [-0.54, -1.26, 2.30], [-2.88, -0.74, -1.26], [-4.45, 0.99, -3.12], [-0.97, 1.11, 0.54], [0.03, 4.12, 3.03], [-1.65, 3.05, -1.96], [1.49, -2.77, -0.53], [2.96, 1.48, -1.10], [-0.53, 4.57, -1.01], [0.18, 3.08, 0.00], [0.17, 2.70, -3.81]]
}

Record 4
{
  "formula": "C49H63MoN7O3PS",
  "method": "wB97M-V/def2-TZVPD",
  "total_charge": 0,
  "homo_ev": [-7.616, -7.254],
  "spin_multiplicity": 2,
  "e_tot_ev": -90392.8697,
  "orbital_gap_ev": [6.4, 6.0],
  "species": ["C", "H", "H", "H", "C", "C", "H", "C", "H", "C", "H", "C", "C", "H", "N", "H", "H", "C", "C", "C", "H", "C", "H", "C", "H", "C", "C", "C", "H", "H", "H", "O", "H", "H", "H", "S", "C", "C", "H", "H", "H", "C", "C", "H", "Mo", "H", "C", "H", "H", "C", "H", "H", "C", "O", "C", "H", "H", "H", "H", "C", "H", "H", "H", "C", "C", "H", "C", "N", "O", "H", "H", "N", "P", "C", "H", "C", "H", "C", "H", "H", "C", "H", "C", "H", "N", "C", "C", "C", "C", "H", "C", "H", "N", "C", "N", "H", "C", "H", "C", "H", "H", "H", "C", "H", "C", "C", "C", "H", "H", "N", "H", "H", "C", "C", "C", "C", "H", "H", "H", "H", "H", "H", "H", "H", "C"],
  "xyz": [[-1.70, -3.47, -0.64], [-5.74, -3.38, 0.91], [-0.25, 1.84, -4.29], [0.81, -3.75, 0.11], [-2.98, -3.33, -1.17], [-2.26, -4.53, -3.14], [1.56, 5.92, -1.32], [-4.15, 1.42, 2.12], [1.35, 0.18, -4.53], [0.54, 2.57, -4.49], [0.43, -6.66, -0.74], [1.79, -4.45, -1.66], [3.01, -0.08, 4.75], [-4.68, 1.65, 3.03], [0.24, 0.39, 2.49], [2.34, -0.86, 2.87], [4.69, 2.67, -0.38], [2.63, 5.00, -3.62], [-3.75, 1.68, -0.22], [1.61, 3.80, 2.01], [4.55, -0.26, 1.66], [0.71, 2.74, 2.01], [-5.67, -1.23, -0.57], [-1.39, 3.75, 2.91], [0.62, -1.79, -2.06], [-2.49, 0.40, -2.60], [-0.85, -1.08, 4.02], [-3.12, 0.50, 2.13], [-3.68, -2.09, 0.41], [5.47, 1.61, -3.16], [-4.52, -1.20, -1.91], [-2.31, -4.78, 1.61], [5.19, 0.18, 3.24], [-4.23, -3.76, -2.86], [4.66, -1.47, 2.94], [2.71, -1.63, -0.24], [-0.80, -1.06, -3.46], [-1.87, -2.77, 5.36], [-2.46, 3.91, 2.73], [-2.54, -4.49, 4.21], [-1.27, 3.20, 3.84], [-1.25, -1.52, 5.27], [4.15, 1.81, -0.78], [-0.23, -5.94, 0.73], [-0.46, -0.98, 1.01], [-1.07, -0.89, 6.12], [2.17, 5.01, -1.25], [3.24, -1.08, 5.13], [-3.96, 2.15, -1.17], [3.03, -0.08, 3.22], [1.25, 4.80, 1.78], [-3.37, 1.01, -2.77], [-4.12, -2.72, -0.38], [1.29, 2.14, -1.25], [4.76, 2.43, -3.04], [1.74, -3.57, -2.31], [0.24, 3.53, -4.05], [2.73, 0.91, -5.37], [5.32, 3.30, -2.66], [1.36, -1.41, 0.49], [-2.47, -4.93, -4.12], [-2.19, -3.15, 6.32], [-5.74, -2.47, -1.81], [-0.75, 3.01, 1.74], [-3.24, -3.86, -2.43], [1.53, -6.08, 0.52], [-0.26, -1.18, -2.18], [-1.42, -2.87, 0.64], [0.02, 1.00, 4.72], [3.77, 0.61, 5.13], [0.63, 2.70, -5.57], [-2.42, 0.17, 1.04], [2.14, 2.60, -2.37], [-4.95, -3.82, 0.30], [3.20, 5.31, -1.04], [-5.06, -1.85, -1.22], [-1.24, 2.04, 1.64], [3.39, 2.34, 2.64], [-0.25, -5.27, -3.11], [-2.33, -0.16, -4.66], [-2.00, 0.21, -1.31], [-5.42, -4.44, -0.46], [0.59, -5.88, 0.01], [4.81, 0.94, -0.76], [2.08, 4.27, -2.50], [-2.75, 0.72, -0.15], [2.22, 0.82, -4.41], [-2.07, -3.52, 4.21], [-4.46, 2.03, 0.91], [-0.35, -1.60, -4.28], [-0.71, -4.20, -1.31], [1.80, 4.40, -0.43], [-1.05, -1.81, 2.92], [-0.98, 3.76, 0.42], [1.81, 2.14, -3.93], [1.81, -5.34, -2.30], [-0.16, 0.23, 3.78], [3.67, 5.30, -3.45], [-1.82, -3.66, 1.68], [2.89, 0.35, -3.70], [2.05, 5.91, -3.78], [4.43, 2.19, 2.90], [0.63, -4.50, -0.67], [2.59, 4.41, -4.53], [2.52, 1.26, 2.69], [-1.91, -0.25, -3.67], [4.43, -0.42, 2.73], [-0.93, 4.73, 3.04], [-2.82, 0.03, 3.06], [3.70, 2.04, -2.14], [-0.57, 4.77, 0.47], [3.64, 4.44, 2.29], [-1.01, -4.71, -2.57], [-0.85, -0.57, -1.07], [1.18, 1.47, 2.35], [-1.65, -2.99, 3.00], [-4.33, -4.46, 0.93], [-0.52, 3.24, -0.41], [4.36, 2.68, -4.02], [3.29, 1.61, -0.14], [2.05, 0.24, 5.15], [2.74, -4.42, -1.13], [-2.05, 3.85, 0.24], [-5.23, 2.78, 0.85], [2.95, 3.61, 2.31]]
}

> Number 1 is which compound?

C19H21O2Ru